{
  "formula": "C31H51N5O5",
  "method": "the ωB97M-V functional and the def2-TZVPD basis",
  "elements": ["C", "C", "O", "C", "H", "H", "H", "H", "H", "H", "C", "C", "O", "C", "H", "H", "H", "H", "H", "H", "C", "C", "O", "C", "H", "H", "H", "H", "H", "H", "C", "C", "O", "C", "H", "H", "H", "H", "H", "H", "C", "C", "O", "N", "C", "H", "H", "H", "H", "H", "H", "H", "N", "C", "C", "C", "C", "H", "H", "H", "H", "H", "N", "C", "C", "C", "C", "H", "H", "H", "H", "H", "N", "C", "C", "C", "C", "H", "H", "H", "H", "H", "N", "C", "C", "C", "C", "H", "H", "H", "H", "H"],
  "positions_angstrom": [[-25.787, 3.774, 23.470], [-24.933, 4.747, 22.668], [-23.928, 4.349, 22.124], [-25.346, 6.195, 22.591], [-25.219, 3.663, 24.398], [-25.805, 2.842, 22.912], [-26.776, 4.163, 23.683], [-25.544, 6.431, 21.544], [-24.500, 6.791, 22.937], [-26.226, 6.463, 23.171], [-28.524, 3.864, 17.767], [-28.617, 5.122, 18.583], [-29.475, 5.945, 18.368], [-27.584, 5.301, 19.672], [-28.442, 2.978, 18.395], [-27.676, 3.917, 17.079], [-29.404, 3.786, 17.129], [-27.326, 6.341, 19.846], [-26.664, 4.800, 19.362], [-27.956, 4.776, 20.554], [-23.050, 1.109, 19.458], [-23.960, 1.768, 18.426], [-24.136, 1.309, 17.323], [-24.742, 2.971, 18.905], [-23.665, 0.443, 20.059], [-22.593, 1.894, 20.062], [-22.265, 0.572, 18.931], [-25.288, 3.428, 18.085], [-24.064, 3.695, 19.363], [-25.429, 2.649, 19.693], [-23.668, 5.136, 28.992], [-24.130, 4.338, 27.795], [-25.314, 4.283, 27.533], [-23.106, 3.495, 27.084], [-22.838, 5.804, 28.763], [-23.362, 4.440, 29.779], [-24.512, 5.689, 29.399], [-22.184, 4.046, 26.890], [-23.514, 3.109, 26.159], [-22.851, 2.719, 27.811], [-25.486, 7.834, 25.983], [-26.591, 8.809, 26.377], [-27.475, 9.161, 25.610], [-26.521, 9.254, 27.665], [-27.365, 10.298, 28.177], [-25.893, 6.879, 26.333], [-24.564, 8.162, 26.451], [-25.427, 7.761, 24.903], [-26.007, 8.729, 28.351], [-28.192, 9.926, 28.790], [-27.847, 10.845, 27.369], [-26.790, 11.025, 28.753], [-25.096, 10.631, 23.599], [-24.965, 9.789, 22.525], [-24.253, 10.455, 21.560], [-23.936, 11.742, 22.060], [-24.454, 11.813, 23.329], [-25.585, 10.404, 24.447], [-25.458, 8.837, 22.464], [-24.027, 10.017, 20.601], [-23.448, 12.547, 21.538], [-24.391, 12.559, 24.103], [-20.450, 9.607, 22.936], [-21.611, 8.990, 23.319], [-21.534, 7.697, 22.904], [-20.249, 7.504, 22.325], [-19.591, 8.700, 22.372], [-20.217, 10.553, 23.179], [-22.334, 9.621, 23.811], [-22.270, 6.922, 23.047], [-19.841, 6.607, 21.887], [-18.602, 9.005, 22.077], [-23.789, -1.074, 24.888], [-24.115, 0.238, 25.115], [-24.452, 0.362, 26.437], [-24.281, -0.911, 27.042], [-23.886, -1.780, 26.055], [-23.534, -1.417, 23.981], [-24.041, 1.017, 24.375], [-24.796, 1.253, 26.933], [-24.433, -1.226, 28.061], [-23.620, -2.822, 26.078], [-21.223, 4.415, 20.912], [-20.436, 3.797, 21.838], [-19.348, 3.268, 21.190], [-19.508, 3.564, 19.809], [-20.692, 4.242, 19.660], [-22.127, 4.798, 21.135], [-20.782, 3.689, 22.853], [-18.519, 2.721, 21.605], [-18.874, 3.259, 18.992], [-21.107, 4.759, 18.812]],
  "atomic_forces_ev_per_a": [[0.7, 0.6, -0.4], [-0.8, -0.2, 0.3], [0.2, 0.1, -0.2], [0.2, 0.0, 0.0], [-0.3, -0.3, 0.1], [-0.1, -0.2, 0.2], [-0.1, -0.1, 0.1], [0.1, 0.1, 0.0], [0.0, 0.1, -0.2], [-0.1, -0.2, 0.1], [-0.3, -0.1, -0.5], [-0.1, 0.4, -0.1], [0.1, 0.0, 0.1], [0.5, -0.5, -0.5], [0.2, 0.0, 0.0], [0.2, -0.1, 0.3], [-0.1, 0.0, 0.2], [-0.5, 0.1, 0.2], [0.0, -0.1, 0.1], [0.1, 0.3, 0.2], [0.0, 0.8, -0.7], [-0.4, -0.4, 0.2], [0.2, 0.1, 0.0], [0.4, 0.1, 0.1], [0.1, -0.1, 0.2], [0.0, -0.2, 0.3], [-0.1, -0.2, 0.1], [0.0, -0.1, -0.1], [-0.1, 0.0, 0.0], [0.0, 0.0, 0.0], [-0.2, 0.0, 0.2], [-0.4, 0.0, 0.4], [0.3, 0.1, -0.3], [0.1, 0.6, 0.3], [0.1, -0.1, 0.0], [0.2, 0.0, -0.1], [0.0, 0.1, -0.1], [0.0, 0.1, 0.0], [0.0, -0.3, 0.0], [0.0, -0.3, -0.3], [-1.3, 0.2, 0.4], [-0.1, -0.1, -0.1], [0.4, 0.2, 0.0], [0.1, 0.0, -0.1], [-0.8, 0.5, 0.1], [0.7, -0.2, 0.2], [0.2, -0.5, 0.0], [0.2, 0.2, 0.0], [0.3, 0.0, -0.2], [0.2, -0.1, 0.1], [0.2, -0.2, -0.2], [0.1, -0.1, 0.1], [0.3, -0.2, -0.2], [-0.1, 0.5, -0.1], [-0.3, -0.4, -0.1], [0.0, 0.0, 0.1], [-0.1, -0.3, 0.3], [-0.2, 0.1, 0.0], [0.0, 0.0, 0.2], [0.1, 0.2, -0.1], [0.2, -0.1, 0.0], [-0.1, 0.2, -0.2], [0.3, 0.0, 0.4], [0.3, 1.0, -0.2], [0.0, -0.7, 0.2], [0.3, -0.1, -0.3], [-0.3, 0.4, 0.1], [0.0, 0.0, -0.1], [-0.4, -0.4, -0.1], [-0.1, 0.0, 0.0], [-0.1, -0.1, 0.1], [0.0, -0.1, -0.1], [0.0, 0.6, -0.2], [-0.1, 0.1, 0.4], [0.0, -0.1, 0.3], [0.0, -0.6, -0.3], [0.2, 0.1, -0.2], [0.1, -0.2, 0.1], [-0.1, -0.2, -0.3], [0.0, 0.1, -0.1], [-0.1, 0.3, 0.1], [-0.1, 0.0, 0.1], [-0.1, -0.3, 0.0], [-0.1, -0.2, 0.0], [0.0, 0.0, -0.3], [-0.2, -0.2, -0.2], [0.3, 0.5, 0.4], [-0.1, 0.0, -0.1], [0.2, 0.2, 0.1], [-0.1, 0.0, 0.2], [0.1, 0.1, 0.1], [-0.1, -0.2, -0.1]],
  "mulliken_charge": [-1.11, 0.61, -0.59, -0.32, 0.05, 0.33, 0.46, 0.14, -0.30, 0.55, -1.04, 0.49, -0.56, -0.37, 0.33, 0.26, 0.33, 0.36, -0.01, 0.28, -0.67, 0.43, -0.58, -0.51, 0.27, 0.05, 0.32, 0.20, 0.22, 0.27, -1.35, 1.12, -0.57, -0.97, 0.34, 0.39, 0.30, 0.46, -0.07, 0.40, -0.22, 0.48, -0.63, -0.15, -0.97, 0.29, 0.45, -0.40, 0.20, 0.31, 0.33, 0.33, 0.18, -0.65, -0.43, -0.65, -0.54, 0.16, 0.65, 0.44, 0.43, 0.38, 0.07, -1.06, 0.42, -0.42, -0.79, 0.20, 0.47, 0.27, 0.38, 0.40, 0.05, -0.87, 0.03, -1.02, -0.33, 0.19, 0.46, 0.71, 0.38, 0.39, 0.74, -0.79, -0.54, -0.48, -0.66, 0.07, 0.46, 0.48, 0.44, 0.44],
  "lumo_energy_ev": 0.234,
  "gap_ev": 8.3,
  "e_homo_ev": -8.09,
  "e_tot_ev": -50661.2196,
  "smiles": "c1cc[nH]c1.c1cc[nH]c1.c1cc[nH]c1.c1cc[nH]c1.CNC(C)=O.CC(C)=O.CC(C)=O.CC(C)=O.CC(C)=O",
  "max_force_ha_per_bohr": 0.0269
}